[1]
69
Properties=species:S:1:pos:R:3:mulliken_charge:R:1 method="wB97M-V/def2-TZVPD" largest_force_ev_per_a=10.27 mol_weight_g_mol=532.46 charge=-1 lumo_ev=2.0639 energy_ha=-2658.51993 orbital_gap_ha=0.170
C 3.2496 -0.1298 -3.4182 -0.859
C 2.4931 -1.5527 -2.9695 0.106
Cl 2.4282 -2.5664 -4.5638 -0.257
C 1.0119 -1.1182 -2.4180 -0.057
Cl 1.2641 -0.0034 -0.9118 -0.125
C 0.0797 -2.3649 -1.8837 -0.413
F 0.7712 -3.6834 -2.0394 -0.358
P -1.5099 -2.2983 -3.0085 0.196
C -2.2362 -0.5367 -2.6010 -0.875
C -1.0511 -2.3262 -4.8617 -0.917
H 2.4786 0.3979 -4.1539 0.266
H 3.5529 0.5345 -2.5040 0.270
H 4.2102 -0.3460 -4.0837 0.122
H 3.1979 -2.0383 -2.1656 0.313
H 0.5006 -0.4418 -3.2255 0.044
H -3.2718 -0.3449 -3.1114 0.363
H -2.3281 -0.4746 -1.4178 0.039
H -1.5161 0.3311 -2.9251 0.316
H -0.7263 -1.2309 -5.1677 0.225
H -0.2823 -3.1504 -5.1764 0.164
H -2.0520 -2.5346 -5.4772 0.306
C -2.2406 -5.8228 -0.6521 -0.697
C -3.1897 -4.8774 -1.3702 0.386
N -3.9771 -4.0931 -1.9660 -0.456
H -1.8222 -5.3316 0.2307 0.224
H -2.7772 -6.7224 -0.3382 0.332
H -1.4241 -6.1100 -1.3202 0.234
C 0.9163 1.7043 2.5153 -0.225
C 0.0757 2.3660 3.5951 0.317
N -0.6216 2.9150 4.4908 -0.639
H 1.8876 1.4136 2.9247 0.481
H 0.4066 0.8125 2.1403 0.135
H 1.0730 2.3999 1.6863 -0.089
C 0.6421 -2.5672 4.3981 -0.754
C 1.4468 -1.7007 3.4430 0.466
N 2.1143 -0.9819 2.6507 -0.489
H 0.9808 -3.6050 4.3353 0.284
H 0.7725 -2.2115 5.4238 0.277
H -0.4190 -2.5225 4.1379 0.263
C 2.2355 5.4852 1.9693 -0.687
C 1.9129 4.8350 0.6338 0.377
N 1.6452 4.2955 -0.4740 -0.430
H 2.1912 6.5736 1.8744 0.310
H 1.5130 5.1639 2.7246 0.198
H 3.2397 5.1965 2.2915 0.255
C -4.0162 2.5397 -0.4307 -0.620
C -2.7578 1.8480 0.0678 0.402
N -1.7140 1.2741 0.4814 -0.429
H -3.9462 3.6160 -0.2509 0.313
H -4.1376 2.3650 -1.5033 0.292
H -4.8907 2.1470 0.0952 0.051
C -7.5234 0.0635 0.6354 -0.714
C -7.4298 1.0174 -0.5443 0.375
N -7.3521 1.8087 -1.5230 -0.460
H -7.9962 0.5654 1.4841 0.266
H -8.1199 -0.8109 0.3613 0.297
H -6.5228 -0.2657 0.9289 0.273
C 0.5890 3.3293 7.7564 -0.455
C 1.7097 2.7291 8.5896 0.292
N 2.6394 2.2312 9.2808 -0.428
H 0.5451 4.4104 7.9141 0.259
H 0.7658 3.1310 6.6957 0.062
H -0.3685 2.8880 8.0464 0.249
C 7.6113 -1.2672 -3.9737 -0.725
C 6.6622 -0.3218 -4.6918 0.441
N 5.8748 0.4625 -5.2876 -0.488
H 8.0297 -0.7760 -3.0909 0.257
H 7.0747 -2.1668 -3.6598 0.263
H 8.4278 -1.5545 -4.6418 0.285

---

[2]
61
Properties=species:S:1:pos:R:3:mulliken_charge:R:1 method="wB97M-V/def2-TZVPD" largest_force_ev_per_a=0.71 mol_weight_g_mol=373.61 charge=0 smiles="Cc1ccc(C)c(NC(=S)NCCN(C2CCCCC2)C2CCCC2)c1" lumo_ev=0.6689 energy_ha=-1421.78898 orbital_gap_ha=0.305
C 2.4969 -0.2904 3.7351 -1.563
C 2.2060 -1.5474 2.9732 0.084
C 2.8167 -2.7451 3.3224 -0.740
C 2.5346 -3.9049 2.6244 -0.914
C 1.6603 -3.9098 1.5485 1.122
C 1.3654 -5.1719 0.7955 -1.829
C 1.0575 -2.7004 1.1787 0.199
N 0.1584 -2.6951 0.1052 -0.029
C -0.0005 -1.7891 -0.8967 -0.017
S -1.2032 -2.0665 -2.0054 -0.445
N 0.8303 -0.7349 -0.9531 0.070
C 0.8241 0.2404 -2.0144 -1.003
C 0.9582 1.6893 -1.4894 -1.012
N -0.1939 2.3224 -0.9140 0.323
C -0.7293 1.7537 0.3071 0.621
C -2.0271 0.9515 0.1442 -0.418
C -2.4271 0.3125 1.4707 -0.457
C -2.6035 1.3757 2.5502 -0.952
C -1.3251 2.1932 2.7094 -0.200
C -0.9294 2.8336 1.3820 -1.144
C -1.0719 3.1172 -1.7438 -0.113
C -0.3481 4.3551 -2.3331 -0.994
C -0.5817 4.3253 -3.8475 -0.705
C -0.8832 2.8626 -4.1680 -0.552
C -1.7083 2.4133 -2.9678 -0.975
C 1.3232 -1.5423 1.9047 0.349
H 2.3968 -0.4610 4.8054 0.412
H 1.8218 0.5107 3.4443 0.113
H 3.5196 0.0360 3.5457 0.360
H 3.5075 -2.7706 4.1519 0.436
H 3.0094 -4.8301 2.9174 0.342
H 1.5005 -5.0258 -0.2759 0.356
H 2.0249 -5.9713 1.1221 0.393
H 0.3363 -5.4923 0.9659 0.383
H -0.4078 -3.5241 -0.0140 0.317
H 1.6349 -0.7367 -0.3412 0.449
H 1.6667 0.0441 -2.6908 0.240
H -0.1011 0.1044 -2.5733 0.175
H 1.7646 1.6933 -0.7408 0.364
H 1.2917 2.2996 -2.3284 0.635
H 0.0414 1.0729 0.6820 -0.286
H -2.8288 1.6110 -0.1921 0.471
H -1.8971 0.1771 -0.6114 -0.005
H -3.3565 -0.2458 1.3413 0.382
H -1.6579 -0.3990 1.7828 0.025
H -2.8641 0.9037 3.5002 0.421
H -3.4238 2.0408 2.2709 0.366
H -1.4690 2.9675 3.4663 0.420
H -0.5206 1.5382 3.0549 -0.112
H -1.7116 3.5282 1.0728 0.279
H -0.0044 3.4032 1.4930 0.381
H -1.8678 3.4554 -1.0795 0.710
H 0.7144 4.3058 -2.0996 0.337
H -0.7304 5.2750 -1.8929 0.333
H 0.2737 4.7070 -4.4041 0.375
H -1.4495 4.9361 -4.1017 0.338
H 0.0407 2.2872 -4.2368 0.165
H -1.4228 2.7484 -5.1075 0.460
H -1.7465 1.3337 -2.8523 0.253
H -2.7332 2.7696 -3.0854 0.455
H 0.8004 -0.6305 1.6571 0.552

---

[3]
65
Properties=species:S:1:pos:R:3:lowdin_spin:R:1 method="wB97M-V/def2-TZVPD" s_squared=2.0357 multiplicity=3 largest_force_ev_per_a=3.73 mol_weight_g_mol=561.96 charge=0 lumo_ev="0.1777 / -0.6937" energy_ha=-2348.20759 orbital_gap_ha="0.173 / 0.192"
P -0.3862 -2.0718 -2.5220 0.005
P 0.6158 1.4288 -3.2922 0.018
C -0.7315 -0.9220 -3.9085 0.002
C 0.4551 -0.0389 -4.3711 0.003
H -1.6155 -0.3242 -3.6280 0.000
H -1.0535 -1.5660 -4.7371 0.000
H 1.4083 -0.5888 -4.3524 0.000
H 0.2978 0.3427 -5.3916 0.000
C -0.8387 2.4225 -3.8049 0.004
H -1.2001 3.0532 -2.9838 0.001
H -1.6658 1.7933 -4.1536 0.000
H -0.5221 3.0868 -4.6148 0.001
C 1.9940 2.5216 -3.6844 0.005
H 1.7047 3.1571 -4.5268 0.001
H 2.8935 1.9470 -3.9279 0.000
H 2.2006 3.1661 -2.8184 0.001
C -1.6098 -3.3747 -2.6062 0.002
H -1.5464 -4.0286 -1.7278 0.001
H -1.3739 -3.9803 -3.4931 0.000
H -2.6326 -2.9840 -2.7035 0.000
C 1.2279 -2.7549 -2.9496 0.015
H 1.9982 -1.9761 -3.0673 0.007
H 1.0607 -3.2695 -3.9030 0.001
H 1.5462 -3.4869 -2.1897 0.005
Pd 2.2103 -1.9276 -0.4863 0.516
C -0.5030 2.3967 0.8196 -0.002
C -1.6573 2.2813 0.1151 0.239
C -1.7411 1.2447 -0.9779 0.034
C -1.7312 -0.2197 -0.5517 0.017
C -0.5211 -1.0720 -0.9961 0.023
C 0.8506 -0.4150 -1.0137 0.151
C 1.2534 0.9228 -0.4234 0.077
C 0.6566 1.5221 0.8104 0.405
C 1.6724 -2.6088 1.3865 0.154
H -0.3646 3.3259 1.3838 -0.005
H -2.5753 2.8209 0.3501 0.014
H -0.8513 1.3972 -1.6203 0.010
H -2.6342 1.3881 -1.6060 0.000
H -1.7545 -0.3011 0.5497 0.001
H -2.6309 -0.7388 -0.9288 0.000
H -0.4694 -1.9144 -0.2879 0.008
H 1.2831 -0.3764 -2.0554 0.013
H 1.1338 1.6977 -1.2105 0.029
H 2.3533 0.8824 -0.2749 0.004
H 0.7236 0.4762 1.9313 0.050
H 1.4540 2.0958 1.3051 0.013
H 2.1354 -2.0082 2.1921 0.013
H 2.0299 -3.6489 1.3661 0.038
H 0.5683 -2.5438 1.3664 0.009
O 2.1971 1.8234 3.7575 -0.002
S 1.7993 0.4733 4.0490 0.005
O 2.7843 -0.5362 4.3396 0.003
N 0.7215 -0.0721 2.8474 0.094
C -0.5563 -0.4105 3.2512 0.006
O -1.5031 -0.6794 2.5016 0.006
C -0.6043 -0.2597 4.7042 0.002
C -1.7866 -0.3566 5.4346 0.001
C -1.8216 0.1400 6.7324 0.000
C -0.6785 0.7483 7.2817 0.001
C 0.5126 0.8375 6.5532 0.000
C 0.5163 0.3571 5.2488 0.003
H -2.6534 -0.7966 4.9459 0.000
H -2.7344 0.0495 7.3231 0.000
H -0.7268 1.1674 8.2835 0.000
H 1.4165 1.2851 6.9610 0.000